C41H106CuN5O15 as an isolated structure. Source: OMol25; level of theory: wB97M-V/def2-TZVPD.

The geometry in XYZ format:
```
168
Properties=species:S:1:pos:R:3:forces:R:3
Cu -1.0878 3.1880 -2.0719 1.1432 -0.2564 -0.0215
C 0.1624 0.0269 1.0117 0.4046 1.0170 0.2391
C -1.0485 0.2790 0.1157 -0.6879 0.2168 0.3460
C -2.2954 0.6702 0.9889 0.2289 0.0170 0.0035
O -0.9285 1.2569 -0.9114 0.2556 -1.0427 0.9440
H -0.0968 -0.5174 1.9198 -0.3569 -0.0086 -0.1067
H 0.5257 1.0012 1.3384 0.2050 0.0818 0.1629
H 1.0143 -0.5118 0.5967 -0.2152 0.0552 -0.5340
H -1.2412 -0.6790 -0.3671 -0.5314 -0.0744 -0.5971
H -2.4610 -0.0004 1.8321 0.4182 -0.3666 -0.1222
H -3.2538 0.6916 0.4703 0.2710 0.1775 -0.4104
H -2.1022 1.6354 1.4570 -0.0216 0.2226 -0.2034
C -3.2543 4.3843 0.0291 -1.0562 1.0790 0.7489
O -1.9133 4.1072 -0.2207 0.9670 -1.4900 -1.2421
C -0.9575 4.7378 0.6335 0.1935 0.3276 -0.6721
C 0.4691 4.2613 0.2771 -0.8401 0.7367 1.4631
N 0.7481 4.3295 -1.1504 0.0519 0.1194 0.0538
C 2.1614 4.0793 -1.4094 1.4493 -0.6079 -0.0881
C 3.1534 5.1545 -0.8949 -0.3839 0.4053 0.2238
O 2.6968 6.4436 -1.2790 -0.6212 -0.4831 0.0943
C 3.5850 7.5233 -1.0762 0.2903 0.0285 0.0963
H -3.5291 4.0830 1.0400 0.1221 0.3603 0.3504
H -4.0243 3.9047 -0.5751 0.8611 -0.5677 -0.6739
H -3.3960 5.4494 -0.1541 -0.2976 0.2370 0.4773
H -1.2262 4.5658 1.6758 0.2009 -0.2623 0.1060
H -0.9933 5.8164 0.4800 -0.2354 0.2454 -0.1387
H 0.6250 3.3141 0.7935 0.2225 -0.4763 -0.8242
H 1.1366 4.9633 0.7768 -0.0062 0.0670 0.4185
H 0.7848 5.3219 -1.3345 -1.0605 0.6611 -0.3757
H 2.3312 3.9677 -2.4803 -0.2265 -0.0108 -0.0727
H 2.4394 3.1369 -0.9373 0.1635 -0.1321 -0.0500
H 4.1624 4.9916 -1.2738 0.0203 -0.3612 -0.2278
H 3.2235 5.1403 0.1927 0.0717 -0.1619 0.2573
H 2.9794 8.4134 -0.9053 0.1105 0.0475 -0.5514
H 4.2750 7.5765 -1.9183 -0.1722 0.4439 -0.2466
H 4.2354 7.4692 -0.2032 -0.1709 -0.6122 0.4161
C -2.6695 -3.0338 3.0011 0.1457 0.1969 -0.6448
O -2.7173 -2.7673 4.3734 -0.4073 -1.0984 0.5649
C -2.1214 -1.5692 4.7756 0.2090 1.1901 -0.0299
C -2.3749 -1.2715 6.2631 -0.7314 -1.6201 -0.5987
N -1.8281 -2.3485 7.0904 0.9554 0.9144 0.3463
C -2.5082 -2.4278 8.3914 -1.0445 -0.8044 -0.7918
C -1.8542 -3.4172 9.3238 0.1978 0.7136 0.8990
O -2.4096 -3.3073 10.6437 -0.3907 2.2652 -2.0917
C -2.0286 -4.3578 11.4014 -0.5115 -1.6416 0.8025
H -3.0862 -2.1892 2.4524 -0.0099 0.2882 -0.2395
H -3.2343 -3.9075 2.6758 -0.3819 -0.0621 0.8139
H -1.6744 -3.2594 2.6176 0.4701 0.3087 0.2165
H -2.5638 -0.7498 4.2089 -0.3065 0.3823 -0.1740
H -1.0663 -1.5406 4.5035 0.4384 -0.2794 0.2229
H -3.4554 -1.3644 6.3730 -0.5177 0.6296 -0.1409
H -2.0882 -0.2600 6.5506 0.3442 -0.1522 -0.0169
H -2.0634 -3.1838 6.5736 0.1776 -0.3010 0.0721
H -3.4675 -2.8912 8.1614 -0.6773 0.1597 0.2713
H -2.7845 -1.4680 8.8281 0.7485 0.1458 0.0553
H -0.7785 -3.2642 9.4101 0.2260 0.0258 -0.2213
H -2.0395 -4.4099 8.9135 0.0994 -0.3377 0.1165
H -0.9482 -4.4195 11.5318 0.1878 -0.1822 0.0976
H -2.4382 -5.2241 10.8818 0.4771 -0.8877 0.2884
H -2.5463 -4.3152 12.3596 0.2519 0.1717 0.1313
C -1.5874 -1.9432 -7.4853 0.0539 0.1889 0.9646
O -1.7598 -3.0048 -6.5341 -0.6586 0.0816 0.2832
C -2.8316 -2.7175 -5.5800 0.3461 0.0922 -0.4060
C -3.0490 -3.8580 -4.5263 1.8177 0.7433 -1.0555
N -1.7896 -4.1762 -3.7733 -0.7014 0.4785 0.3193
C -1.2801 -3.0804 -2.9032 -0.4373 -0.2981 -0.6822
C -0.0630 -3.4126 -2.0739 0.0241 -1.0955 0.5227
O 1.1160 -3.5638 -2.7989 1.1192 0.2497 -1.1245
C 2.2596 -3.8873 -2.0145 -0.1768 0.4388 0.1005
H -0.7558 -2.1253 -8.1660 -0.1819 -0.6042 0.1084
H -1.3144 -1.0305 -6.9555 0.0454 0.2885 0.2767
H -2.4856 -1.6870 -8.0471 -0.2352 -0.4074 -0.1079
H -3.7365 -2.5354 -6.1597 -0.3277 -0.1874 0.0288
H -2.6020 -1.7642 -5.1040 0.1537 0.1625 0.2701
H -3.3762 -4.7020 -5.1334 0.2877 -0.4267 0.3621
H -3.8670 -3.6248 -3.8447 0.1362 0.3381 -0.0102
H -1.0907 -4.4547 -4.4470 0.1896 0.0754 -0.0255
H -2.0684 -2.8382 -2.1904 -0.0916 -0.0650 0.1089
H -1.0932 -2.1405 -3.4227 0.1663 0.1828 -0.4303
H -0.2264 -4.3611 -1.5623 -0.4030 -0.2119 0.2786
H 0.0874 -2.6635 -1.2965 -0.1265 0.4543 0.2061
H 2.1838 -4.8754 -1.5607 -0.1252 -0.0926 0.0462
H 2.4243 -3.1359 -1.2422 -0.3323 0.1041 0.4822
H 3.1939 -3.8257 -2.5726 -0.4106 -0.2210 -0.6286
C -0.9907 2.0950 -8.0594 -0.8354 -0.7367 -0.8246
O -0.8239 2.4363 -6.7266 -0.1622 0.4184 1.2081
C 0.5267 2.6401 -6.3642 0.0006 0.8668 -0.2094
C 0.6299 3.1014 -4.9217 -0.5983 0.6324 0.2761
N -0.2256 2.3134 -4.0301 -0.1136 0.1045 1.6682
C 0.2968 0.9622 -3.8394 0.6092 -0.4832 -0.6602
C 1.7055 0.8073 -3.2022 -0.1720 -1.0422 -1.1100
O 2.7821 1.1496 -4.0846 1.1388 0.3153 0.7860
C 4.0964 1.0053 -3.4145 -0.8494 1.5190 -0.4354
H -2.0489 2.0616 -8.3185 -0.1982 0.1827 0.4426
H -0.6643 1.0651 -8.2040 0.5596 0.0039 -0.4303
H -0.5705 2.8049 -8.7719 0.5551 -0.0311 0.1111
H 0.8881 3.4911 -6.9415 0.4684 -0.1304 -0.3771
H 1.1317 1.7545 -6.5590 0.0729 -0.1047 -0.0585
H 0.2307 4.1039 -4.7678 0.2097 0.2855 -0.6487
H 1.6787 3.1229 -4.6256 -0.1678 -0.2767 0.1482
H -1.0869 2.2404 -4.5524 -0.3572 -0.2423 -0.1088
H 0.3027 0.5030 -4.8279 0.5918 -0.2630 -0.2557
H -0.4306 0.3184 -3.3451 0.0725 0.3084 0.6725
H 1.8444 -0.2728 -3.1555 -0.4572 -0.3511 0.8989
H 1.8089 1.2619 -2.2170 -0.1075 0.2182 0.0564
H 4.8766 1.2251 -4.1432 -0.2393 -0.6057 -0.3365
H 4.2855 0.0903 -2.8531 -0.4181 -0.4297 -0.4389
H 4.2390 1.8249 -2.7102 -0.3743 0.0543 0.3589
C 4.2869 0.7943 0.3710 -0.8628 0.7496 -0.2918
O 5.0486 1.7078 -0.3406 2.0352 1.1823 -0.7405
C 6.3940 1.9465 0.1147 0.2991 -1.3450 -0.5606
C 7.2098 0.6549 -0.0309 0.6038 -0.1729 0.2252
N 7.1456 0.1185 -1.3731 0.1631 0.0820 -0.6111
C 7.6403 -1.2475 -1.5186 -1.1646 -0.9150 0.3615
C 7.2348 -1.8432 -2.8792 0.5066 0.5677 0.1170
O 5.8450 -2.1338 -2.9375 -0.0291 -0.1379 0.0685
C 5.3310 -2.3849 -4.2596 -0.2745 1.4285 1.1644
H 3.3583 0.9388 -0.1813 -0.7451 -0.3407 0.7611
H 4.2656 1.1719 1.3933 -0.5121 -0.6744 0.3785
H 4.5111 -0.2675 0.2687 0.6660 -0.0640 0.1928
H 6.4671 2.3153 1.1378 -0.4272 -0.0791 0.2607
H 6.8544 2.7019 -0.5222 -0.4076 0.0199 -0.2191
H 6.9325 -0.1184 0.6854 -0.5804 -0.0677 0.4609
H 8.2538 0.8277 0.2307 0.1648 0.3935 -0.0931
H 6.1676 0.0598 -1.6185 -0.2128 0.1937 -0.1984
H 7.1541 -1.8831 -0.7785 -0.3702 -0.3378 0.3991
H 8.6840 -1.4109 -1.2501 0.2893 0.6076 -0.6440
H 7.8050 -2.7485 -3.0874 0.1666 -0.0496 -0.0363
H 7.4715 -1.0684 -3.6084 0.1012 -0.0614 -0.4474
H 5.4916 -1.4892 -4.8595 0.5986 -0.1392 -0.4732
H 4.2525 -2.3277 -4.1128 -0.0970 -0.8016 -0.1439
H 5.6949 -3.3004 -4.7260 -0.0346 0.0341 0.0963
C 1.4040 -3.2883 2.1142 0.4233 1.1676 0.3623
C 1.0033 -4.5154 1.3902 -0.4552 -0.7979 -0.6739
O 0.3401 -5.4360 2.2322 0.1264 -0.0376 0.5401
H 1.9802 -3.4080 3.0317 -0.1240 -0.5586 0.0239
H 0.5650 -2.6357 2.3555 -0.0935 -0.1071 0.0051
H 2.0745 -2.7377 1.4543 -0.0441 0.2597 -0.1464
H 1.8692 -4.9444 0.8859 0.2650 -0.3309 0.2303
H 0.3180 -4.2755 0.5772 -0.0624 0.3911 -0.1669
H 0.1753 -6.2513 1.7528 0.0059 -0.0294 -0.0516
C -1.8715 2.9880 4.2876 0.1280 0.8350 0.7754
C -2.4270 3.2303 5.7334 0.9210 -0.1186 -1.3197
O -2.1419 4.5963 6.1147 -0.2922 -0.7997 -0.7293
H -2.4955 3.5314 3.5781 -0.0134 0.0470 -0.0986
H -1.8143 1.9468 3.9702 -0.3009 -0.1349 0.3762
H -0.8594 3.3877 4.2247 0.0817 0.0915 0.0064
H -1.9161 2.5317 6.3960 -0.2067 -0.0001 0.2283
H -3.4835 2.9818 5.6327 -0.1308 0.2896 0.6848
H -2.2581 4.7184 7.0598 -0.1135 -0.2176 0.0549
C -4.8140 -1.9234 -0.6523 0.7110 0.2429 0.2610
C -4.7377 -3.3209 -1.1533 -1.4615 -1.5405 0.5210
O -5.8386 -3.4720 -2.0588 0.2160 0.6287 -0.9760
H -4.0913 -1.7630 0.1477 0.0863 -0.0737 0.1623
H -5.8077 -1.7523 -0.2383 0.0341 0.3349 -0.3308
H -4.5202 -1.2589 -1.4648 -0.4784 0.3421 0.0202
H -5.0373 -4.0287 -0.3804 0.7242 0.0237 0.6663
H -3.7573 -3.6286 -1.5168 -0.1133 0.1185 -0.4197
H -5.7734 -4.2475 -2.6209 0.2295 -0.1727 0.1831
C -5.2439 1.8569 2.9865 -0.3784 -0.3166 -0.2545
C -5.5986 0.6888 3.9052 1.1816 0.7995 -1.0381
O -4.9797 0.9997 5.1322 -0.3670 -0.5702 0.7732
H -5.7744 1.7418 2.0413 0.0706 0.3468 -0.1864
H -4.1663 1.8865 2.8252 -0.0092 -0.1693 -0.1088
H -5.4859 2.8010 3.4745 -0.3436 0.1040 -0.1649
H -5.0929 -0.1851 3.4947 -0.2242 -0.3222 0.2666
H -6.6735 0.5129 3.9460 -0.0250 -0.0353 0.2903
H -5.4926 1.7324 5.4810 0.0791 0.0986 0.3955
```
Forces are in eV/Å.

Calculated values
⟨S²⟩: 0.75
Total charge: +1
Largest force on an atom, eV/Å: 3.11
Spin multiplicity: 2
HOMO-LUMO gap (alpha / beta), eV: 7.94 / 5.34
ΔE to the lowest compared entry with this formula, charge and spin, kJ/mol: 0.0